Entry from OMol25: C32H44N4O4 in the gas phase (ωB97M-V/def2-TZVPD).

Output
Orbital gap ... 0.3219 hartree
Energy relative to the best compared isomer or geometry (same formula, charge and spin) ... 0.000 eV
HOMO energy ... -8.07 eV
E_tot ... -1765.82695 Ha

```
! RIJCOSX wB97M-V def2-TZVPD def2/J DEFGRID3
* xyz 0 1
C 1.2221 -8.6414 -2.8949
C 0.8835 -7.2670 -2.4051
C 1.8863 -6.4063 -1.9796
C 1.5974 -5.1354 -1.5240
C 0.2773 -4.6988 -1.4866
N 0.0318 -3.4013 -1.0160
C -1.1434 -2.7341 -0.9128
O -2.2392 -3.1572 -1.2096
C -0.9080 -1.3328 -0.3683
C -2.1669 -0.4254 -0.2143
C -2.8468 -0.3114 -1.5616
C -2.0942 0.5155 -2.2785
C -0.9282 0.8472 -1.3771
O -1.5446 0.8476 -0.0869
C -0.0763 -0.4572 -1.3118
C 1.2642 0.0424 -0.8060
O 2.1451 -0.6569 -0.3461
N 1.3019 1.3772 -0.9814
C 2.5021 2.1691 -0.8093
C 2.5851 2.8722 0.5471
C 2.8174 1.9085 1.7290
N 1.7864 2.0872 2.7434
C 0.6561 1.1880 2.5983
C 0.9463 -0.2502 3.0476
C 1.4573 -0.2545 4.4863
C 2.6573 0.6806 4.6097
C 2.2670 2.0771 4.1112
C 0.1069 1.9341 -1.6162
C -0.1843 3.3661 -1.1205
O 0.1767 4.3155 -1.7868
N -0.7849 3.4551 0.0691
C -1.1030 4.7221 0.6976
C -0.8653 4.6234 2.2029
C -1.1762 5.9589 2.8722
C -2.6184 6.3726 2.5935
C -2.8682 6.4574 1.0907
C -2.5532 5.1251 0.4172
C -0.7342 -5.5513 -1.9102
C -0.4430 -6.8275 -2.3676
C -1.5555 -7.7242 -2.8170
H 0.8883 -8.7761 -3.9234
H 0.7287 -9.3987 -2.2863
H 2.2951 -8.8110 -2.8548
H 2.9148 -6.7368 -2.0049
H 2.3911 -4.4787 -1.1972
H 0.8654 -2.8961 -0.7346
H -0.4180 -1.4046 0.6080
H -2.7963 -0.6514 0.6408
H -3.7304 -0.8507 -1.8324
H -2.1911 0.8375 -3.2954
H 0.0621 -0.9130 -2.2957
H 2.5241 2.9137 -1.6095
H 3.3535 1.4915 -0.9241
H 1.6652 3.4255 0.7274
H 3.3972 3.5977 0.4899
H 3.7886 2.1212 2.1793
H 2.8519 0.8803 1.3545
H 0.3382 1.1982 1.5552
H -0.1601 1.5916 3.2076
H 1.6957 -0.6971 2.3902
H 0.0325 -0.8443 2.9716
H 1.7317 -1.2681 4.7876
H 0.6622 0.0911 5.1529
H 3.4837 0.2974 4.0070
H 2.9913 0.7384 5.6472
H 3.1136 2.7637 4.1876
H 1.4595 2.4681 4.7405
H 0.2829 2.0266 -2.7005
H -1.1423 2.6183 0.5072
H -0.4331 5.4669 0.2541
H 0.1661 4.3265 2.4023
H -1.5213 3.8508 2.6120
H -1.0120 5.8783 3.9483
H -0.4985 6.7232 2.4864
H -2.8246 7.3384 3.0586
H -3.2974 5.6382 3.0330
H -3.9079 6.7299 0.8999
H -2.2336 7.2353 0.6611
H -2.7038 5.2021 -0.6610
H -3.2207 4.3487 0.7994
H -1.7561 -5.2113 -1.8806
H -1.5778 -8.6356 -2.2204
H -1.4172 -8.0146 -3.8581
H -2.5142 -7.2224 -2.7207
*
```

Entry from OMol25: a molecular structure, C32H44N5O2P2RuSSe2 (ωB97M-V/def2-TZVPD).

Output
Orbital gap (spin up / spin down) ... 0.2153 / 0.2138 hartree
Energy relative to the best compared isomer or geometry (same formula, charge and spin) ... 0.237 eV
HOMO energy (spin up / spin down) ... -3.43 / -4.28 eV
Expectation value of S² ... 6.04
E_tot ... -7648.75857 Ha

```
! RIJCOSX wB97M-V def2-TZVPD def2/J DEFGRID3
* xyz -1 5
Ru -0.4073 -0.0586 1.5281
O 1.0677 1.3928 1.1919
N 0.7915 2.6259 1.5983
C 1.8571 3.4271 1.8170
C 1.7039 4.7437 2.1486
C 0.4011 5.2462 2.2632
C -0.6653 4.4156 2.0532
C -0.4988 3.0554 1.7155
S -1.8018 2.0086 1.4136
H 2.8019 2.9190 1.6998
H 2.5766 5.3551 2.3203
H 0.2354 6.2824 2.5262
H -1.6819 4.7700 2.1448
Se -3.1362 -1.1590 -0.9751
P -2.3211 -1.4146 1.0040
Se -0.1720 -0.0130 3.8998
C -3.7055 -1.2844 2.1963
C -3.6975 -0.3999 3.2638
C -4.7810 -0.3445 4.1330
C -5.8698 -1.1765 3.9461
C -5.8815 -2.0684 2.8775
C -4.8111 -2.1153 2.0053
C -1.8019 -3.1469 1.2942
C -1.4915 -3.5580 2.5880
C -1.0080 -4.8348 2.8138
C -0.8246 -5.7083 1.7484
C -1.1340 -5.3002 0.4606
C -1.6240 -4.0226 0.2313
H -2.8446 0.2468 3.4202
H -4.7637 0.3561 4.9588
H -6.7126 -1.1328 4.6251
H -6.7307 -2.7228 2.7224
H -4.8267 -2.7865 1.1547
H -1.6096 -2.8674 3.4159
H -0.7608 -5.1444 3.8219
H -0.4354 -6.7038 1.9249
H -0.9832 -5.9735 -0.3745
H -1.8592 -3.6801 -0.7694
C 2.5193 1.5566 -4.2503
N 1.7963 1.5952 -3.0006
C 2.6449 1.4998 -1.8211
P 0.2590 2.1945 -2.8100
O -0.3123 1.8335 -1.5024
N 0.2223 3.8511 -2.9977
C -0.3365 4.7113 -1.9767
C 0.7416 4.5222 -4.1614
N -0.5204 1.6147 -4.1739
C -0.5336 0.1564 -4.3147
C -1.8500 2.1662 -4.4084
H 3.1198 0.6422 -4.2989
H 3.2044 2.4092 -4.3608
H 1.8268 1.5570 -5.0905
H 3.2010 0.5598 -1.8473
H 2.0353 1.5118 -0.9204
H 3.3607 2.3335 -1.7872
H -0.7290 4.0963 -1.1698
H -1.1505 5.3199 -2.3910
H 0.4247 5.3915 -1.5746
H 1.0630 3.7967 -4.9077
H 1.5967 5.1640 -3.9136
H -0.0266 5.1544 -4.6257
H 0.4557 -0.2490 -4.1066
H -0.8077 -0.0983 -5.3416
H -1.2428 -0.3066 -3.6202
H -1.8393 3.2486 -4.2854
H -2.5855 1.7414 -3.7155
H -2.1560 1.9360 -5.4317
C 3.3333 -0.6761 2.3430
N 3.2664 -2.1003 2.6137
C 4.3831 -2.7851 2.0039
C 1.9507 -2.6766 2.2962
C 1.5027 -2.5030 0.8591
C 2.0230 -3.4014 -0.0746
C 1.7726 -3.2791 -1.4317
C 0.9833 -2.2293 -1.8745
C 0.4293 -1.3530 -0.9563
C 0.6525 -1.4708 0.4201
H 4.2580 -0.2753 2.7677
H 2.4850 -0.1685 2.7991
H 3.3188 -0.4430 1.2654
H 5.3129 -2.4099 2.4407
H 4.4484 -2.6425 0.9121
H 4.3216 -3.8571 2.2033
H 1.2314 -2.2176 2.9721
H 2.0007 -3.7438 2.5332
H 2.6254 -4.2303 0.2824
H 2.1808 -4.0001 -2.1303
H 0.7699 -2.1095 -2.9323
H -0.2247 -0.5662 -1.3140
*
```

Entry from OMol25: a molecular structure, C32H45AsO4PS4Se2SiTcTe at a distorted geometry (ωB97M-V/def2-TZVPD).

Output
Orbital gap (spin up / spin down) ... 0.2085 / 0.2084 hartree
Energy relative to the best compared isomer or geometry (same formula, charge and spin) ... 1.958 eV
HOMO energy (spin up / spin down) ... -13.56 / -13.56 eV
E_tot ... -11158.09934 Ha

```
! RIJCOSX wB97M-V def2-TZVPD def2/J DEFGRID3
* xyz 2 1
Tc 0.1950 -0.6467 -0.2338
S 1.0871 -3.2303 2.7971
As 0.3176 -5.4198 3.0086
S 1.2184 -2.9852 0.7872
S -0.7220 -2.5573 0.1641
S -0.0743 -6.0384 1.1427
Se -1.1683 0.8151 -1.3164
P -2.0708 -0.1879 -3.2331
Se 1.6754 -1.0123 -2.1562
C -3.7890 -0.3377 -2.6655
C -4.4780 0.5553 -1.8410
C -5.8057 0.3280 -1.5273
C -6.4622 -0.7863 -2.0364
C -5.7853 -1.6828 -2.8464
C -4.4489 -1.4671 -3.1503
C -1.9712 1.3009 -4.2476
C -1.1285 1.1912 -5.3561
C -0.9803 2.2573 -6.2318
C -1.6605 3.4397 -5.9941
C -2.4955 3.5611 -4.8872
C -2.6551 2.4986 -4.0192
H -3.9834 1.4261 -1.4279
H -6.3323 1.0213 -0.8873
H -7.5018 -0.9558 -1.7946
H -6.2922 -2.5526 -3.2382
H -3.9209 -2.1754 -3.7760
H -0.5999 0.2643 -5.5386
H -0.3395 2.1627 -7.0967
H -1.5469 4.2727 -6.6733
H -3.0270 4.4852 -4.7110
H -3.3236 2.5985 -3.1749
C -2.7251 0.9822 4.6306
C -2.1412 -0.1571 3.8116
C -2.8507 -0.2884 2.4714
C -2.1866 -1.4666 4.5784
O -0.7286 0.1188 3.6043
Si 0.0497 1.1385 2.6383
O 0.5291 0.1539 1.2997
O -0.8667 2.2591 1.9412
C -0.7921 3.7132 1.8735
C 0.4199 4.0866 1.0355
C -0.6964 4.2816 3.2798
C -2.0821 4.1381 1.1949
O 1.3906 1.7364 3.2648
C 2.5584 1.2124 3.9468
C 3.4643 2.4107 4.1696
C 3.2277 0.1823 3.0488
C 2.1174 0.5957 5.2639
H -3.7705 0.7834 4.8630
H -2.6720 1.9166 4.0750
H -2.1787 1.0950 5.5655
H -3.9079 -0.4963 2.6318
H -2.4302 -1.1180 1.8993
H -2.7687 0.6309 1.8919
H -3.2168 -1.7339 4.8098
H -1.6341 -1.3783 5.5123
H -1.7459 -2.2677 3.9824
H 1.3352 3.7293 1.5039
H 0.4876 5.1689 0.9354
H 0.3370 3.6556 0.0350
H 0.2263 3.9685 3.7647
H -1.5433 3.9593 3.8831
H -0.7071 5.3701 3.2403
H -2.1727 3.6508 0.2231
H -2.0919 5.2157 1.0419
H -2.9436 3.8676 1.8042
H 3.7116 2.8834 3.2200
H 4.3891 2.0999 4.6534
H 2.9734 3.1444 4.8068
H 3.4727 0.6213 2.0810
H 2.5734 -0.6795 2.8941
H 4.1481 -0.1702 3.5122
H 1.6561 1.3486 5.9016
H 2.9796 0.1848 5.7879
H 1.3968 -0.2042 5.0963
C 4.0554 -3.6682 -1.5768
Te 2.0926 -3.4932 -2.3826
C 3.0768 -3.2989 -4.2647
C 4.4262 -3.9396 -4.0416
C 5.2018 -4.3405 -5.1237
C 6.4460 -4.9085 -4.9081
C 6.9161 -5.0891 -3.6140
C 6.1430 -4.7016 -2.5329
C 4.8978 -4.1208 -2.7442
H 4.0254 -4.3817 -0.7544
H 4.3269 -2.6814 -1.1944
H 3.1263 -2.2319 -4.4939
H 2.4772 -3.8024 -5.0216
H 4.8325 -4.2113 -6.1319
H 7.0453 -5.2221 -5.7505
H 7.8823 -5.5426 -3.4474
H 6.5070 -4.8516 -1.5251
*
```